No. 1
{
  "formula": "C27H36Cl53NO2P",
  "method": "ωB97M-V with the def2-TZVPD basis set",
  "energy_ha": -25986.8581,
  "charge": 1,
  "multiplicity": 1,
  "fmax_ha_per_bohr": 0.048,
  "symbols": ["C", "C", "O", "N", "C", "C", "O", "P", "C", "C", "C", "Cl", "C", "C", "C", "Cl", "H", "H", "H", "H", "H", "H", "H", "H", "H", "H", "H", "H", "H", "H", "H", "H", "H", "H", "H", "C", "Cl", "Cl", "Cl", "H", "C", "Cl", "Cl", "Cl", "H", "C", "Cl", "Cl", "Cl", "H", "C", "Cl", "Cl", "Cl", "H", "C", "Cl", "Cl", "Cl", "H", "C", "Cl", "Cl", "Cl", "H", "C", "Cl", "Cl", "Cl", "H", "C", "Cl", "Cl", "Cl", "H", "C", "Cl", "Cl", "Cl", "H", "C", "Cl", "Cl", "Cl", "H", "C", "Cl", "Cl", "Cl", "H", "C", "Cl", "Cl", "Cl", "H", "C", "Cl", "Cl", "Cl", "H", "C", "Cl", "Cl", "Cl", "H", "C", "Cl", "Cl", "Cl", "H", "C", "Cl", "Cl", "Cl", "H", "C", "Cl", "Cl", "Cl", "H"],
  "positions_angstrom": [[0.55126, 2.56272, 1.63089], [1.78037, 3.32935, 1.18449], [1.76206, 4.53035, 1.19076], [3.00836, 2.70025, 0.79043], [3.81157, 3.55089, -0.11535], [3.26382, 4.19302, -1.37982], [4.95271, 3.70371, 0.19560], [2.86539, 1.07685, 0.25467], [2.90547, 0.05618, 1.79660], [4.20919, -0.79458, 1.99270], [5.48147, 0.08290, 1.96805], [5.40905, 1.39482, 3.19802], [1.49097, 0.77784, -0.94628], [1.92899, 0.25921, -2.34467], [0.77649, -0.59204, -2.91224], [2.11461, 1.70689, -3.41710], [0.71488, 1.49291, 1.81591], [0.09615, 3.02202, 2.51574], [-0.19077, 2.66356, 0.82528], [3.57744, 3.66856, -2.28437], [3.70325, 5.19638, -1.42137], [2.17990, 4.32696, -1.30985], [4.06870, 0.79824, -0.43405], [2.93763, 0.78322, 2.62280], [1.98843, -0.52234, 1.93600], [4.28483, -1.55789, 1.22809], [4.15602, -1.21687, 3.00207], [5.70712, 0.48871, 0.97660], [6.32274, -0.54855, 2.26736], [0.82704, 0.04085, -0.47568], [0.90340, 1.69948, -1.03429], [2.85553, -0.31125, -2.29723], [0.71740, -0.53405, -4.00210], [0.93869, -1.65043, -2.66960], [-0.19915, -0.31739, -2.49676], [-2.07064, 4.50606, 4.89151], [-1.37185, 4.66142, 6.50348], [-0.86227, 4.84041, 3.64503], [-2.75420, 2.89823, 4.65794], [-2.86764, 5.23364, 4.79500], [-5.48992, 1.39823, 1.60607], [-4.59014, 2.91413, 1.63548], [-5.12217, 0.47112, 0.14732], [-5.13340, 0.45968, 3.05743], [-6.54740, 1.63215, 1.60186], [-6.92479, 5.73880, 3.88286], [-8.49552, 5.24396, 4.51598], [-5.66609, 4.61869, 4.41714], [-6.96503, 5.83715, 2.12172], [-6.69476, 6.72214, 4.27292], [-6.32566, -0.94934, 6.45944], [-6.33173, -1.26995, 8.19352], [-6.80877, 0.71751, 6.13875], [-4.72895, -1.29210, 5.77246], [-7.04445, -1.60900, 5.99040], [-12.41321, 4.88785, 3.86467], [-12.58726, 4.70108, 2.11799], [-13.53216, 6.10510, 4.47911], [-12.65340, 3.34362, 4.68640], [-11.40451, 5.22335, 4.06790], [7.03992, 2.22170, -2.11010], [7.78025, 2.31527, -0.51822], [8.24502, 2.43118, -3.37768], [6.17702, 0.68184, -2.31124], [6.31542, 3.02284, -2.19224], [8.47820, 2.73565, -7.11458], [7.70292, 1.18539, -7.45723], [9.89369, 2.96532, -8.13908], [7.33279, 4.06251, -7.32209], [8.80328, 2.72778, -6.08279], [3.77845, 0.10438, -8.17630], [3.59167, 0.23793, -6.42014], [2.55622, -0.97746, -8.84655], [3.68616, 1.69293, -8.93340], [4.75443, -0.31615, -8.38352], [0.43628, -3.95679, -5.41941], [-0.98058, -3.04553, -4.88031], [1.82055, -2.88096, -5.64666], [0.82052, -5.23359, -4.26522], [0.20168, -4.41518, -6.37226], [4.14491, 6.88914, 1.80316], [2.54559, 7.54495, 2.15064], [4.68105, 7.37232, 0.18832], [5.31216, 7.39751, 3.02274], [4.07894, 5.80886, 1.82723], [4.47859, -6.09335, -6.28537], [4.33869, -5.94416, -4.52873], [3.24535, -7.18211, -6.92019], [4.35870, -4.51138, -7.05867], [5.45261, -6.50953, -6.50820], [-6.34871, -0.36711, 11.86078], [-7.46847, -1.69257, 11.52634], [-7.22770, 1.09057, 12.32450], [-5.19389, -0.82632, 13.11375], [-5.79647, -0.15383, 10.95416], [-3.27569, 6.33718, 9.42798], [-2.85662, 5.54252, 10.94631], [-4.93905, 5.96598, 8.96312], [-3.03042, 8.08097, 9.54216], [-2.62257, 5.95492, 8.65553], [-0.70732, -8.93492, -2.87293], [0.46687, -7.87614, -2.08277], [-1.59213, -9.88894, -1.68323], [-1.81825, -7.99197, -3.86701], [-0.16816, -9.61352, -3.52097], [-4.96101, -9.89011, -4.71766], [-5.16558, -9.54061, -6.43855], [-6.31019, -9.24173, -3.78315], [-4.79031, -11.62604, -4.44954], [-4.05332, -9.40677, -4.37980], [2.22586, -3.82718, -0.63863], [2.62159, -4.67141, 0.85351], [0.56311, -4.13170, -1.11846], [2.50689, -2.07519, -0.44349], [2.88269, -4.18463, -1.42278], [-0.08485, -10.20281, -7.18788], [1.02450, -9.61565, -5.93898], [-1.76337, -10.07746, -6.65688], [0.15991, -9.31453, -8.69158], [0.13709, -11.24669, -7.36943]]
}

No. 2
{
  "formula": "C27H36F30Li2N3O21S9",
  "method": "ωB97M-V with the def2-TZVPD basis set",
  "energy_ha": -9389.3782,
  "charge": -1,
  "multiplicity": 1,
  "fmax_ha_per_bohr": 0.225,
  "de_lowest_kj_mol": 0.0,
  "symbols": ["Li", "Li", "N", "S", "O", "O", "F", "S", "O", "O", "F", "N", "S", "O", "O", "F", "S", "O", "O", "F", "N", "S", "O", "O", "F", "S", "O", "O", "F", "C", "C", "C", "S", "O", "O", "C", "H", "H", "H", "H", "H", "H", "H", "H", "C", "C", "C", "S", "O", "O", "C", "H", "H", "H", "H", "H", "H", "H", "H", "C", "C", "C", "S", "O", "O", "C", "H", "H", "H", "H", "H", "H", "H", "H", "C", "C", "C", "F", "F", "F", "F", "O", "C", "C", "F", "F", "F", "F", "H", "H", "H", "H", "C", "C", "C", "F", "F", "F", "F", "O", "C", "C", "F", "F", "F", "F", "H", "H", "H", "H", "C", "C", "C", "F", "F", "F", "F", "O", "C", "C", "F", "F", "F", "F", "H", "H", "H", "H"],
  "positions_angstrom": [[1.23749, -1.23987, -0.97664], [0.03277, -3.53588, 0.97704], [1.49083, -4.53497, 0.05660], [3.10717, -3.91917, 0.30017], [3.32228, -2.52314, 0.14041], [4.19752, -4.85730, 0.01112], [3.04434, -4.00028, 1.95396], [1.73030, -4.40129, -1.41655], [2.42033, -5.44699, -2.09281], [1.53298, -3.05973, -1.98753], [0.21618, -4.87794, -1.72526], [4.11618, 2.00163, -1.70074], [3.36025, 2.20587, -3.15677], [3.09326, 3.57032, -3.56071], [2.41093, 1.17375, -3.56021], [4.61437, 1.85141, -4.16142], [2.85003, 1.76729, -0.93479], [2.37866, 0.32852, -0.90865], [1.93880, 2.88968, -0.86614], [3.61819, 1.85894, 0.49245], [0.26396, -1.52024, 0.72369], [-0.94870, -0.34612, 0.45548], [-0.42766, 0.88930, -0.16080], [-2.16245, -0.41524, 1.26207], [-1.61452, -1.07618, -0.89235], [0.55222, -0.70927, 2.01102], [-0.34160, -0.71202, 3.14083], [1.46357, 0.39169, 1.81831], [1.47223, -1.86883, 2.56958], [-4.40552, -4.53114, 1.14526], [-4.12469, -5.87949, 0.47546], [-3.39999, -5.70293, -0.85021], [-2.90162, -4.00001, -0.93129], [-2.91162, -3.51852, -2.28671], [-1.67710, -3.81174, -0.14054], [-4.26200, -3.41580, 0.08601], [-3.62831, -4.49201, 1.90849], [-5.41774, -4.58322, 1.54627], [-5.10181, -6.28514, 0.21316], [-3.77124, -6.49927, 1.29951], [-4.08206, -5.72956, -1.70001], [-2.56189, -6.35254, -1.10258], [-5.12865, -3.37876, -0.57403], [-4.18002, -2.38367, 0.42673], [0.42536, -0.77857, -6.56613], [-0.12770, 0.66477, -6.24546], [-0.83860, 0.74930, -4.89159], [-0.32506, -0.81717, -3.99844], [-1.34731, -1.86728, -4.17833], [0.29362, -0.54899, -2.68691], [0.98376, -1.25162, -5.24944], [1.17868, -0.68299, -7.34809], [-0.32806, -1.50369, -6.87381], [-0.82125, 0.93137, -7.04296], [0.61293, 1.45550, -6.36506], [-1.90820, 0.79257, -4.68621], [-0.35011, 1.55247, -4.33986], [1.32464, -2.28619, -5.28903], [1.91586, -0.73110, -5.02956], [4.75538, -0.75481, 4.29375], [6.19569, -0.59763, 4.76532], [6.91866, 0.11218, 3.58585], [6.31643, -0.86992, 2.11543], [7.24788, -1.99487, 1.87802], [5.92154, 0.10683, 1.08320], [4.83846, -1.52089, 2.96901], [4.22100, 0.19181, 4.21347], [4.18691, -1.26151, 5.07361], [6.59619, -1.61014, 4.81565], [6.43240, -0.13813, 5.72497], [7.99594, -0.01911, 3.48414], [6.50273, 1.11577, 3.49702], [4.87746, -2.56135, 3.29154], [4.01676, -1.30557, 2.28597], [1.59721, 0.28363, 8.49667], [0.81252, 0.18925, 7.16064], [0.01155, -1.21309, 6.94626], [0.75632, -2.24328, 6.69719], [-0.74214, -1.48013, 8.00808], [-0.11920, 1.12508, 7.10201], [1.53715, 0.35624, 6.05083], [2.64106, -0.66233, 8.54719], [3.94873, -0.19829, 8.54967], [4.91569, -1.34635, 8.33445], [6.24165, -1.06658, 8.16824], [4.72344, -2.14647, 9.39993], [3.99015, 0.59581, 7.49125], [4.21509, 0.49061, 9.67625], [0.94639, -0.07551, 9.29388], [1.83969, 1.33793, 8.62995], [-0.61888, -1.08845, 6.06586], [4.57127, -2.08180, 7.60740], [-1.18449, 4.67124, -5.36901], [0.35660, 4.83760, -5.58799], [0.61592, 5.59742, -6.89905], [-0.28700, 5.28575, -7.88654], [0.34586, 6.83489, -6.84244], [0.92495, 5.55464, -4.58078], [0.91706, 3.60069, -5.71377], [-1.51314, 4.07028, -4.06750], [-1.97074, 4.89330, -3.02146], [-2.19898, 3.75499, -1.94324], [-2.67097, 4.31366, -0.75971], [-3.02320, 2.86948, -2.48084], [-1.03097, 5.82259, -2.84468], [-3.05627, 5.52401, -3.45779], [-1.58406, 4.02163, -6.14776], [-1.60801, 5.67321, -5.43816], [1.60171, 5.43324, -7.33420], [-1.26028, 3.23575, -1.75001], [-6.30199, 2.76063, -1.05429], [-6.61424, 3.24168, -2.50056], [-6.50470, 2.10820, -3.51685], [-6.99658, 0.95081, -2.98132], [-7.05203, 2.25790, -4.68244], [-7.91034, 3.64034, -2.51239], [-5.92568, 4.31748, -2.74484], [-5.05457, 2.14280, -1.06631], [-4.75974, 1.19215, 0.00448], [-4.61498, 1.86384, 1.32447], [-5.64438, 2.57778, 1.58509], [-4.44184, 0.95307, 2.27985], [-5.74414, 0.24468, -0.07133], [-3.68120, 0.60866, -0.55350], [-7.09084, 2.21826, -0.53310], [-6.21600, 3.66406, -0.45054], [-5.43368, 2.04334, -3.70870], [-3.78247, 2.55247, 1.46878]]
}

No. 3
{
  "formula": "C27H36FN2O13PS2",
  "method": "ωB97M-V with the def2-TZVPD basis set",
  "energy_ha": -3375.6116,
  "smiles": "[H]/N=C(\\C)C[C@]1([PH2]=S)[C@@H](C[C@H](C)F)[C@@H](NCCC)[C@@H](CC(=O)O)OS1(=O)=O.O=C1C=C(O)C(=O)C=C1O.O=C1C=C(O)C(=O)C=C1O",
  "multiplicity": 1,
  "fmax_ha_per_bohr": 0.034,
  "symbols": ["C", "C", "C", "N", "C", "C", "C", "C", "O", "O", "O", "S", "O", "O", "C", "C", "C", "C", "N", "P", "S", "C", "C", "C", "C", "F", "H", "H", "H", "H", "H", "H", "H", "H", "H", "H", "H", "H", "H", "H", "H", "H", "H", "H", "H", "H", "H", "H", "H", "H", "H", "H", "H", "H", "C", "C", "C", "O", "C", "C", "C", "O", "O", "O", "H", "H", "H", "H", "C", "C", "C", "O", "C", "C", "C", "O", "O", "O", "H", "H", "H", "H"],
  "positions_angstrom": [[2.74458, -0.00815, 2.37286], [3.14860, 0.78100, 1.10295], [2.20115, 1.96056, 0.82286], [1.66963, 1.94903, -0.56479], [0.32359, 2.48311, -0.61485], [-0.08727, 3.06921, -1.94952], [0.96148, 3.85319, -2.71783], [1.12540, 5.24980, -2.15474], [1.19304, 5.49447, -0.96726], [1.21331, 6.24867, -3.08733], [-0.65037, 2.07660, -2.85370], [-2.17401, 1.87216, -2.47332], [-2.61094, 0.64741, -3.08379], [-2.95964, 3.01790, -2.81623], [-2.13177, 1.60510, -0.65681], [-2.75521, 2.88134, 0.01673], [-4.25058, 2.91208, 0.27414], [-5.21163, 3.26380, -0.85337], [-4.65736, 2.69028, 1.46199], [-3.21962, 0.12457, -0.34029], [-3.30324, -0.46801, 1.51180], [-0.69655, 1.40681, -0.09301], [-0.17630, -0.04027, -0.15559], [0.08565, -0.70410, -1.51253], [-0.09581, -2.21586, -1.37790], [1.39419, -0.51018, -1.94464], [1.92228, 0.46300, 2.90776], [2.40138, -1.00355, 2.10439], [3.56965, -0.09024, 3.07356], [4.13547, 1.17354, 1.27702], [3.13350, 0.09713, 0.26327], [2.73485, 2.90385, 0.95351], [1.39408, 1.97426, 1.55010], [2.30400, 2.53107, -1.08868], [0.26633, 3.32507, 0.08299], [-0.88557, 3.77856, -1.73523], [1.93171, 3.36868, -2.77544], [0.61648, 3.95440, -3.74393], [0.47212, 6.17856, -3.69437], [-2.55470, 3.76326, -0.58687], [-2.28987, 3.06267, 0.97919], [-4.72849, 3.98134, -1.50847], [-5.51450, 2.39656, -1.42809], [-6.05756, 3.78317, -0.41562], [-5.67235, 2.75176, 1.50305], [-2.65107, -0.87208, -1.13195], [-4.47878, 0.36784, -0.89871], [-0.78512, 1.63191, 0.96569], [0.75475, -0.11672, 0.39730], [-0.86410, -0.69490, 0.37082], [-0.59350, -0.38702, -2.29746], [0.52391, -2.62289, -0.58732], [-1.14876, -2.40350, -1.17277], [0.10643, -2.67024, -2.34310], [8.92309, -0.83580, 3.19336], [8.05713, -0.09732, 2.48808], [6.81421, -0.69030, 1.88370], [6.06793, 0.05367, 1.27295], [6.57011, -2.11012, 2.05725], [7.43750, -2.85069, 2.76030], [8.66890, -2.25372, 3.38595], [9.39470, -2.99254, 4.02216], [7.28289, -4.15138, 2.96036], [8.22250, 1.20098, 2.26919], [9.81803, -0.41960, 3.63337], [5.68133, -2.52801, 1.60589], [8.04549, -4.43518, 3.49894], [7.45596, 1.48513, 1.73762], [-4.45560, -4.31770, 0.34558], [-5.21981, -3.60221, -0.48789], [-6.36408, -4.21127, -1.24738], [-7.01688, -3.48146, -1.96946], [-6.62308, -5.63111, -1.08118], [-5.85810, -6.35126, -0.25049], [-4.72821, -5.73393, 0.52834], [-4.09499, -6.45645, 1.27327], [-6.03235, -7.65039, -0.04775], [-5.02925, -2.30607, -0.70570], [-3.63416, -3.88144, 0.89743], [-7.43814, -6.06422, -1.64323], [-5.34979, -7.91586, 0.59698], [-5.71822, -2.03772, -1.34411]]
}

In eV, the E_HOMO values for the records above are, in order, -12.09; -7.33; -8.62.